{
  "formula": "CH3Cl2N4",
  "method": "ωB97M-V/def2-TZVPD",
  "symbols": ["H", "N", "N", "C", "N", "N", "Cl", "Cl", "H", "H"],
  "coordinates": [[3.509, -0.253, 0.890], [2.822, 0.323, 0.336], [1.684, 0.119, 0.421], [0.453, 0.285, 0.235], [-0.290, -0.145, -0.776], [-1.574, -0.227, -0.701], [-2.516, -1.739, 0.135], [-2.368, 1.175, 0.126], [0.217, 0.802, 1.177], [-1.938, -0.340, -1.841]],
  "forces_ev_per_a": [[-1.079, -0.103, -0.316], [3.638, 1.307, -0.229], [-0.294, -2.343, -0.530], [-1.536, 0.947, 1.641], [1.905, -1.053, -0.332], [-2.746, 0.067, -3.064], [0.986, 0.659, -0.506], [-0.146, -0.240, -0.454], [-1.500, 0.244, -0.403], [0.772, 0.515, 4.193]],
  "mulliken_charge": [0.339, -0.492, 0.516, 0.122, -0.425, -0.068, 0.079, 0.081, 0.346, 0.501],
  "fmax_ev_per_a": 4.294,
  "homo_ev": [-14.2, -14.2],
  "charge": 1,
  "mol_weight_g_mol": 141.97,
  "orbital_gap_ha": [0.2875, 0.2876],
  "smiles": "[H]/N=N/C=N/[NH+](Cl)Cl",
  "relative_energy_kj_mol": 398.7
}